Record 1
96
Properties=species:S:1:pos:R:3:forces:R:3 method="wB97M-V/def2-TZVPD" molar_mass_g_mol=600.72 e_homo_ev=-9.799
N 7.9540 -4.5512 17.1720 2.8164 -1.3928 -0.0605
C 9.2568 -4.3339 16.6434 0.3643 0.0130 1.6543
N 10.3189 -5.1506 17.1295 -2.2387 3.1746 -1.3875
O 9.5126 -3.3602 15.9278 -0.5369 -0.5818 -0.0796
H 7.8701 -5.3481 17.8434 -0.3406 1.4102 -0.8579
H 7.2466 -3.8701 16.9532 0.0141 -0.2729 0.1953
H 11.0882 -5.1860 16.5042 0.6405 0.1017 -0.7778
H 10.1066 -5.9648 17.5889 -0.7508 -2.2130 1.5554
N 11.5069 -5.1448 12.8595 1.5938 0.8542 -0.4605
C 12.4519 -4.9282 13.8710 -0.0441 0.8619 -2.3670
N 13.7591 -4.5712 13.4899 -1.9852 -0.3679 -3.6251
O 12.1363 -5.0113 15.0266 0.1504 -0.6723 1.8880
H 10.5786 -4.7852 13.0940 0.1518 -0.1685 0.1629
H 11.8225 -4.6943 11.9896 -0.3353 -0.4768 0.4541
H 14.2168 -4.1853 14.2383 1.4350 0.9184 2.1518
H 13.8217 -3.9030 12.6530 -0.2918 -1.5951 1.7106
N 11.0318 -1.8257 18.3745 0.0237 0.9490 -0.1915
C 11.6399 -0.6621 17.9924 -1.7435 -0.3680 0.2737
N 10.8332 0.4456 17.7548 2.8791 0.0619 -0.0371
O 12.8419 -0.6082 17.8836 1.5897 0.4005 -0.3219
H 11.6278 -2.5830 18.6469 -0.0379 -0.2278 0.0885
H 10.0491 -1.9928 18.2990 -0.1681 -0.0238 0.0176
H 9.8733 0.3346 17.6642 -1.6984 0.0558 -0.3111
H 11.3465 1.2223 17.3070 -0.9191 -0.8273 0.4535
N 14.1976 -1.0761 14.1946 -1.8380 -2.0574 -0.8100
C 12.9756 -1.7991 13.9553 0.7743 0.8053 2.7401
N 12.3886 -2.0887 15.1763 2.1853 1.6076 -1.3969
O 12.5981 -2.1221 12.8509 0.1067 0.1176 -0.1517
H 14.2931 -0.4751 13.4299 0.8637 1.3067 -0.9380
H 14.3507 -0.7257 15.1154 -0.0004 0.3887 0.3400
H 12.5544 -1.4103 15.8982 0.1389 -0.1667 0.3899
H 11.6029 -2.6340 15.2689 -2.2624 -1.4884 0.0005
N 15.7988 -4.5985 17.2788 -0.8863 1.7479 -0.9713
C 15.5998 -5.6528 18.1260 1.2049 -1.1485 1.1554
N 14.4035 -6.3363 17.8418 0.0079 -0.6772 0.6452
O 16.4348 -5.9938 19.0111 -2.5704 0.7050 -2.3046
H 16.5102 -3.8846 17.4385 -0.1672 -0.8991 0.4620
H 14.9819 -4.1658 16.7987 0.8436 -0.8859 0.6279
H 14.2628 -7.2702 18.2464 0.4615 0.9611 -0.1080
H 13.7749 -6.1582 17.0513 0.8795 0.3069 0.3553
N 9.5120 -8.6687 20.5598 -0.4279 1.3056 0.6363
C 9.7301 -7.3248 20.5714 -0.3203 -0.7834 0.5866
N 10.0377 -6.7006 21.7753 -0.4343 -0.1214 -1.3847
O 9.6009 -6.6785 19.5426 0.0276 0.5340 -0.2514
H 9.4286 -9.0267 19.6392 0.1652 -0.7462 -0.5848
H 9.9804 -9.2015 21.2423 0.3621 -0.8111 0.5821
H 10.2748 -7.1141 22.6489 0.0479 -0.7759 0.1008
H 10.5950 -5.9316 21.5062 0.5547 1.4915 0.2636
C 12.5701 -3.0357 22.1307 1.3038 -1.6125 0.8226
C 12.9557 -3.8715 20.8833 -0.8523 0.7010 1.9295
C 13.8858 -5.0009 21.3094 -0.8331 0.2647 0.7457
O 11.7135 -4.2193 20.2569 1.4905 -2.4016 -2.1605
H 11.6330 -2.5083 22.1381 -0.3603 0.0679 -0.4320
H 13.3899 -2.3488 22.2434 0.1975 0.6530 0.3215
H 12.6375 -3.7044 23.0430 -0.4064 0.6856 -0.8713
H 13.5008 -3.2468 20.2393 0.6796 1.0790 -1.2073
H 13.2748 -5.6501 21.9148 -0.2753 -0.9049 -0.0503
H 14.6585 -4.7119 22.0283 0.0043 0.5985 -0.3646
H 14.3708 -5.4861 20.4951 0.2040 -0.6023 -0.5833
H 11.9873 -4.8164 19.4608 -1.1357 1.3293 1.8766
C 9.0887 -7.4535 13.6458 0.8876 -1.2313 -0.0272
C 8.2915 -7.4316 14.9198 0.1847 0.7760 1.4779
C 6.8105 -7.1429 14.6741 0.4290 -0.5072 0.4477
O 8.2987 -8.7151 15.5984 0.8464 0.6578 0.0668
H 9.2708 -6.4773 13.2702 -0.0637 0.8794 -0.3040
H 8.6907 -8.0724 12.8371 -0.6223 0.0931 0.1439
H 10.0691 -7.9141 13.8041 0.0537 0.2421 0.3192
H 8.7928 -6.7193 15.6844 -0.9515 -1.0330 -1.4029
H 6.2754 -7.1237 15.6300 0.0203 -0.1154 -0.1999
H 6.5084 -8.0330 14.0853 -0.4722 0.6721 0.0453
H 6.5952 -6.2229 14.1532 0.1007 0.1926 -0.3856
H 7.6115 -9.2035 15.1603 -0.4119 -0.7169 -0.1070
C 7.3671 -2.0869 12.6130 -0.3739 0.0861 0.0395
C 8.5172 -2.9212 12.0811 -0.8265 -0.2704 -0.0350
C 9.6307 -2.0089 11.7014 1.4001 1.1262 0.3293
O 8.8775 -3.8713 13.1077 -0.2531 0.2793 -1.0783
H 7.0175 -1.2480 11.9703 0.5793 -0.5864 0.3156
H 7.9239 -1.7068 13.4750 -0.9720 0.7344 0.4625
H 6.4648 -2.6465 12.9125 0.5767 0.0086 0.0608
H 8.3115 -3.4841 11.1928 -0.6634 -0.6570 -0.2809
H 10.1623 -2.5027 10.8713 0.2738 0.7857 0.3184
H 10.3336 -1.7965 12.5467 -0.4413 -0.5661 -0.6907
H 9.2570 -0.9886 11.4507 0.1972 -0.8551 -0.4256
H 8.8829 -3.3276 13.8940 0.3202 -0.1717 1.0987
C 10.0026 -11.6473 16.1912 -0.6310 1.4193 1.1287
C 10.9037 -10.7216 17.0814 -0.3550 -1.5049 1.6576
C 11.9161 -9.9419 16.3301 0.7108 0.4734 0.8513
O 10.0990 -9.9109 18.0053 0.7205 -0.7972 -0.7908
H 9.2402 -11.0085 15.7211 0.2306 -0.1622 0.0244
H 9.4666 -12.3861 16.7971 0.1992 0.1952 0.0546
H 10.5137 -12.1657 15.4127 0.7313 -0.2835 -0.4891
H 11.5306 -11.3575 17.7309 -0.7674 -0.0310 0.2467
H 12.5490 -9.2658 16.9435 -0.6943 -0.3617 0.0102
H 11.3400 -9.3686 15.6675 -0.0879 1.0397 -1.7239
H 12.6205 -10.6459 15.9082 -0.0445 -0.0175 -0.7763
H 9.5674 -9.2894 17.4971 -0.1318 0.0198 -0.5210

Record 2
61
Properties=species:S:1:pos:R:3:forces:R:3 method="wB97M-V/def2-TZVPD" total_charge=+1 molar_mass_g_mol=346.54 e_homo_ev=-12.254
C -3.2124 -3.9674 -0.3208 -0.2265 0.1461 0.1955
C -2.6539 -3.6832 1.0700 0.2095 -0.1226 -0.1684
C -1.4708 -2.7241 0.9875 -0.4847 0.1084 0.2393
C -1.8828 -1.4167 0.3067 -0.0380 -0.2549 -0.2291
N -0.7189 -0.5838 0.2194 0.2995 -0.2570 0.0366
C -0.5829 0.6334 0.1103 -1.1912 0.3632 0.0736
N 0.5343 1.3341 -0.0257 0.4938 0.9430 -0.1272
C 1.8868 0.7409 -0.0270 -0.1221 -0.1351 0.0193
C 2.0195 -0.2533 -1.1803 0.1601 -0.0920 -0.0085
C 3.4420 -0.8168 -1.1912 0.0250 -0.1279 -0.1887
C 4.4422 0.3217 -1.3825 -0.0499 -0.0136 0.0226
C 4.3027 1.3162 -0.2316 0.1484 0.1850 -0.0171
C 4.5821 0.6104 1.0941 -0.0492 -0.0183 -0.0146
C 3.5827 -0.5297 1.2815 0.0496 -0.0903 0.2204
C 3.7169 -1.5273 0.1327 -0.0148 0.0489 -0.0056
C 2.1606 0.0346 1.3015 0.1357 -0.0803 -0.0135
C 2.8807 1.8843 -0.2178 0.1023 -0.1036 -0.0185
N -1.8777 1.6070 0.1055 0.7013 -1.0289 0.0321
C -2.0334 2.3813 -1.1420 -0.4043 0.5369 -0.6568
C -3.3560 3.1565 -1.0862 0.1984 -0.1337 -0.1089
O -3.3888 3.9948 0.0399 -0.0151 0.1376 0.0027
C -3.2837 3.2671 1.2361 0.1981 -0.1103 0.1030
C -1.9587 2.4947 1.2828 -0.3672 0.5798 0.6165
C -2.4333 -1.7131 -1.0949 -0.2591 0.0276 0.2915
C -3.6209 -2.6676 -1.0068 0.1740 -0.1221 -0.1803
H -4.0747 -4.6301 -0.2460 0.0268 -0.0743 -0.0578
H -2.4535 -4.4710 -0.9220 0.0263 -0.0839 -0.0546
H -2.3334 -4.6131 1.5395 -0.0531 0.0007 0.0929
H -3.4361 -3.2473 1.6964 -0.0527 -0.0294 0.0743
H -0.6646 -3.1746 0.4077 0.1015 0.0416 -0.0556
H -1.0869 -2.5060 1.9854 0.0907 0.0177 -0.0114
H -2.6768 -0.9446 0.9143 -0.0187 -0.0456 0.0041
H 0.5067 2.3397 0.0150 -0.0783 -0.0334 0.0007
H 1.2975 -1.0587 -1.0482 0.0051 -0.0085 -0.0487
H 1.8074 0.2499 -2.1263 -0.0491 0.0653 -0.0542
H 3.5356 -1.5288 -2.0165 -0.0236 0.0337 0.0352
H 5.4568 -0.0770 -1.4026 0.0816 -0.0004 -0.0412
H 4.2626 0.8230 -2.3357 0.0284 0.0179 -0.0727
H 5.0119 2.1381 -0.3673 -0.0616 -0.0281 0.0060
H 5.5981 0.2149 1.0928 0.0847 0.0059 0.0314
H 4.5022 1.3190 1.9211 0.0364 0.0340 0.0620
H 3.7776 -1.0354 2.2318 -0.0243 0.0254 -0.0394
H 4.7231 -1.9475 0.1244 0.0508 -0.0749 0.0064
H 3.0114 -2.3489 0.2690 -0.0136 -0.0953 0.0099
H 1.4382 -0.7703 1.4382 -0.0103 -0.0049 0.0474
H 2.0506 0.7425 2.1266 -0.0432 0.0744 0.0376
H 2.7836 2.6056 0.5982 -0.0669 0.0710 0.0588
H 2.6815 2.3981 -1.1616 -0.0724 0.0545 -0.0527
H -2.6572 0.9392 0.1603 0.1792 0.0744 -0.0139
H -1.2053 3.0873 -1.2278 -0.0157 -0.1358 0.0724
H -2.0138 1.7017 -1.9952 0.0605 -0.0334 0.1008
H -4.2036 2.4534 -1.0702 0.0316 0.0458 -0.0223
H -3.4519 3.8052 -1.9574 0.0286 -0.1776 -0.0077
H -4.1292 2.5692 1.3401 0.0353 0.0458 0.0158
H -3.3260 3.9959 2.0462 0.0287 -0.1770 0.0226
H -1.1292 3.2038 1.2511 -0.0151 -0.1378 -0.0567
H -1.8868 1.8975 2.1930 0.0548 -0.0409 -0.0974
H -1.6388 -2.1676 -1.6884 0.0989 0.0565 -0.0501
H -2.7310 -0.7849 -1.5944 0.0491 0.0654 -0.0513
H -3.9926 -2.8750 -2.0109 -0.0897 0.0457 0.0092
H -4.4300 -2.1971 -0.4418 -0.0841 0.0196 -0.0157

Record 3
88
Properties=species:S:1:pos:R:3:forces:R:3 method="wB97M-V/def2-TZVPD" total_charge=-2 molar_mass_g_mol=531.43 e_homo_ev=0.913
B -1.0157 0.9303 -1.5701 -0.6878 1.4775 0.0171
F -2.1487 0.4812 -0.9668 -2.1732 0.2641 0.4255
F -0.1913 -0.0828 -1.5996 2.9062 -3.6506 -1.2187
F -1.2757 1.3758 -2.8777 -0.4218 0.5369 -0.7756
F -0.3709 1.9157 -0.8383 -0.6299 1.4896 -0.2888
C 1.2274 -2.3082 5.5374 -0.9538 0.0941 -1.3008
C 1.2457 -3.2048 4.2432 0.2395 -1.1467 -1.0500
C 0.3849 -4.4849 4.4621 -0.7348 0.3891 1.0366
C 0.1899 -5.4195 3.2623 -0.2664 2.2026 -0.7662
C -0.2820 -4.5633 1.9917 1.4977 -2.1539 2.3447
C 0.5215 -3.3381 1.7552 -0.4571 1.2151 0.2412
N 0.6382 -2.5745 3.0423 -0.1689 2.2435 0.0335
O 0.9808 -1.1196 2.8606 0.1078 -2.9042 0.3523
C -0.4528 -2.6297 0.7560 1.5693 1.2020 0.4310
C 1.8189 -3.6589 1.0040 0.7146 0.6424 -0.4879
C 2.7263 -3.7116 4.1652 0.9773 0.5938 -0.1015
H 0.2187 -1.9311 5.7058 -0.1844 0.0462 -0.1429
H 1.8527 -1.4270 5.3938 0.0605 -0.1545 -0.1288
H 1.5031 -2.8426 6.4465 0.3176 -0.3867 -0.1332
H -0.5565 -4.1301 4.8815 -0.5104 0.1436 -0.4655
H 0.7564 -5.0540 5.3143 0.5682 -0.2893 0.1187
H -0.6365 -6.1111 3.4260 0.4281 -0.5290 0.3180
H 1.1748 -5.8686 3.1342 -0.1907 -0.5793 -0.4997
H -1.2986 -4.2430 2.2197 -0.1615 -0.4509 -0.4285
H -0.0816 -5.1628 1.1037 -0.9898 -0.3636 -0.1679
H -1.3996 -2.4309 1.2581 0.0500 0.2338 -0.1423
H -0.5897 -3.2294 -0.1439 -0.1094 -0.3904 0.1295
H 0.0395 -1.7139 0.4288 -0.3712 0.3776 0.1838
H 1.7590 -3.7144 -0.0829 -0.9029 -0.4845 -0.2960
H 2.3029 -4.5813 1.3251 0.1703 0.0719 0.2445
H 2.4950 -2.8041 1.0193 0.2324 0.0918 0.9468
H 3.1916 -4.0167 3.2279 -0.8394 -0.3005 -0.3663
H 2.8733 -4.5228 4.8782 0.0300 -0.1323 0.1670
H 3.4344 -2.9291 4.4377 -0.1301 0.3521 0.3722
C -2.9510 4.0186 -2.6402 0.8141 -1.3184 0.4974
O -3.8227 2.9036 -2.3612 -0.8347 1.4884 -0.4749
H -2.2961 4.1057 -1.7732 0.4447 0.1881 -0.1076
H -2.3565 3.7979 -3.5267 0.2109 0.0469 0.0148
H -3.3759 5.0106 -2.7941 -1.0468 -0.4157 0.0710
H -3.3421 2.0857 -2.5086 0.4876 0.0086 0.0501
C -1.7604 -2.3960 -2.9692 -0.6850 -0.5688 0.5268
O -0.4722 -2.3050 -3.3990 3.0444 0.8493 -1.3473
H -1.7020 -3.0405 -2.0920 -0.9596 -0.1512 0.1623
H -2.1593 -1.4235 -2.6808 -0.4285 -0.1580 -0.1554
H -2.2285 -2.8736 -3.8299 -1.1648 -0.0132 0.4307
H -0.1245 -1.4382 -3.1768 0.1672 0.0267 0.4159
C 2.8121 0.3542 -0.2617 -1.2266 0.6075 -0.3287
O 1.5361 0.6216 0.3513 1.8468 -0.7522 -0.3530
H 3.6274 0.1255 0.4246 -0.3403 0.1966 0.2944
H 2.7125 -0.4662 -0.9725 0.1352 -0.6008 -0.0296
H 2.9979 1.2223 -0.8943 0.8990 0.1151 0.1492
H 1.0022 0.6669 -0.4453 -0.3392 0.0481 0.7090
C 1.5011 4.8743 -2.4168 1.8038 1.6080 0.2649
O 0.9317 4.1140 -1.4705 -2.3339 -1.6181 1.0992
H 1.1673 4.7262 -3.4438 -0.0461 0.0441 -0.0842
H 1.3653 5.8959 -2.0617 -0.0948 0.4997 -0.6808
H 2.5622 4.6805 -2.2598 0.7421 0.3643 -1.0736
H 0.6256 3.3030 -1.8831 -0.1176 -0.5558 0.5480
C -0.6643 0.4608 -5.9786 -1.7412 -0.8293 2.1173
O -0.2889 -0.1194 -7.1791 0.7013 0.2382 -1.4543
H -0.8026 1.5385 -5.8925 0.9746 0.0852 -0.7482
H -1.6748 0.1270 -5.7429 -0.4345 -0.1179 0.1498
H -0.0992 0.0332 -5.1504 0.3752 0.6039 0.1186
H -0.2343 -1.0599 -6.9943 0.0506 -0.0231 -0.1306
C 0.4207 4.3517 1.9212 0.5997 -1.0138 0.3136
O 0.6955 3.0198 1.3929 -0.2768 2.6214 1.1838
H -0.2252 4.3772 2.7989 -0.7861 -0.7301 -0.3613
H 1.2922 4.7935 2.4043 0.8783 0.1124 -0.6097
H 0.0268 5.0385 1.1720 0.0252 0.0164 -0.0945
H 0.5618 3.1072 0.4463 0.1067 -0.3680 0.0163
C -3.3981 3.2213 1.1729 1.7328 0.8606 -2.1540
O -2.5468 4.1887 1.7568 -0.1550 1.2370 2.2908
H -3.8300 2.4798 1.8449 0.1061 0.5027 0.0488
H -4.0510 3.8066 0.5252 -1.0496 -0.7364 0.1530
H -2.6298 2.8273 0.5077 -0.9551 -1.5971 -0.4224
H -2.4219 4.8910 1.1142 0.0718 -0.1727 0.0433
C 2.2184 1.3833 -4.0094 0.1183 1.5433 -0.5938
O 2.7626 2.2073 -2.9614 -0.1856 -0.9967 0.0254
H 2.0529 0.3338 -3.7660 0.3483 0.2843 0.5686
H 1.2750 1.8193 -4.3384 -0.3352 -0.2251 0.1288
H 2.8777 1.4953 -4.8701 0.1527 -0.5843 -0.2285
H 3.0470 3.0361 -3.3535 -0.0765 -0.0716 -0.0766
C -2.0506 0.4074 2.5324 0.7589 0.4124 -1.5826
O -1.0800 0.9410 1.5817 -1.4393 -0.5954 1.2230
H -1.6980 -0.5513 2.9127 0.3104 0.2473 0.4200
H -2.2733 1.1771 3.2713 0.2822 -0.1795 0.4981
H -2.9937 0.2251 2.0172 -0.3134 -0.1579 -0.1707
H -1.5537 0.9853 0.7478 0.1914 -0.0574 0.1276

Record 4
65
Properties=species:S:1:pos:R:3:forces:R:3 method="wB97M-V/def2-TZVPD" spin_multiplicity=6 molar_mass_g_mol=773.59 e_homo_ev="-7.806 / -7.836"
Cr -0.7197 -0.3169 -1.4982 -0.4744 -0.0167 0.1619
O -1.7400 1.4897 2.3164 1.6306 -0.7697 -1.0144
C -0.8083 0.9987 1.7398 -0.9356 0.5911 1.2044
C 0.5240 0.6401 2.3501 -0.4770 -0.2893 -0.5187
C 0.6100 0.7181 3.7348 -0.3721 0.4955 0.5844
C 1.7535 0.3614 4.3908 0.6672 0.3095 1.3013
C 2.8455 -0.0964 3.7010 -0.2951 0.1286 -1.7678
C 2.7922 -0.1271 2.3022 -0.7838 0.1589 -0.0143
C 1.6107 0.1875 1.5733 0.4569 -0.1499 1.5635
P 1.5382 -0.0595 -0.2347 1.1830 0.6982 -0.3052
C 2.8056 -1.3716 -0.5213 -0.2743 0.5014 -0.2787
C 4.1547 -1.0446 -0.6723 0.5715 1.2033 0.6912
C 5.1387 -1.9888 -0.8318 -0.2804 -1.4667 -0.0453
C 4.7397 -3.3283 -0.9144 -0.3347 0.3613 0.6292
C 3.4096 -3.6702 -0.7498 -0.4613 0.1863 -0.5230
C 2.4286 -2.6911 -0.6159 0.2541 -0.4156 0.2001
C 2.5637 1.3654 -0.8387 -1.3727 -1.0162 -2.1145
C 2.7810 1.3446 -2.2627 0.2236 0.9750 1.1337
C 3.4406 2.4237 -2.8585 -0.4874 -0.5889 0.2852
C 3.7572 3.5014 -2.0413 1.6043 0.6826 0.2284
C 3.6200 3.4595 -0.6619 0.4814 1.9258 0.0287
C 2.9700 2.4194 -0.0655 -0.4969 -0.4575 0.6509
H -0.1801 1.0930 4.3828 -0.2657 -0.0050 -0.6910
H 1.8690 0.5603 5.4643 -0.3707 -0.4145 -0.3737
H 3.7307 -0.4166 4.1926 0.6580 -0.0327 0.3684
H 3.6949 -0.3612 1.7765 0.2071 -0.3950 -0.3035
H 4.4891 -0.0100 -0.5559 -0.2785 -0.2904 -0.1496
H 6.2056 -1.7952 -0.8183 -0.2043 0.4571 -0.2289
H 5.4641 -4.1040 -1.0015 0.4819 -0.4289 -0.1722
H 3.0611 -4.6873 -0.7926 0.2354 -0.3445 -0.0515
H 1.3910 -2.9924 -0.5875 -0.1002 0.0790 0.1788
H 2.4128 0.5424 -2.8887 0.0736 -0.2750 0.1838
H 3.7063 2.3796 -3.9210 -0.3095 0.2675 0.4437
H 4.3028 4.3829 -2.3896 -0.3021 -0.3765 -0.4325
H 4.0098 4.3201 -0.0500 -0.5736 -0.9758 -0.7204
H 2.7082 2.4561 0.9820 0.2328 -0.1144 0.1782
O -5.5634 0.1643 0.7823 0.0719 -0.3071 -0.2664
C -5.4426 -1.1558 0.5473 -0.0150 0.7962 -0.8940
C -6.4626 -1.9794 1.0638 1.5684 0.6870 -0.1844
C -6.2768 -3.3189 0.9604 -1.1277 -2.2371 -0.7112
C -5.1834 -3.9140 0.2482 -1.0871 2.0220 0.6032
C -4.2896 -3.0642 -0.3812 -0.2852 -0.1883 0.9918
C -4.3920 -1.6593 -0.2786 -1.6429 -1.2997 1.4229
C -3.3261 -0.8401 -0.7813 -0.1119 1.4707 0.8912
O -2.4086 -1.3527 -1.4746 1.2251 -0.4741 -0.7892
N -3.3067 0.4304 -0.3804 -0.5285 -0.7705 -0.5042
N -2.1627 1.0753 -0.7550 0.9039 -0.0413 -0.6366
C -2.2401 2.3520 -0.6212 0.4056 -0.9035 0.2512
S -3.6639 3.0091 0.0125 -1.0606 1.1262 0.5573
C -3.0001 4.7117 0.1083 0.3284 -0.5779 0.7691
C -1.5123 4.6068 0.4109 0.4675 0.9482 -0.9820
S -0.8879 3.3970 -0.8161 0.9042 0.5424 -0.0146
H -4.7935 0.5813 0.3049 -0.1650 0.1747 0.4441
H -7.2602 -1.4916 1.5927 -0.2822 -0.0908 0.0950
H -7.1288 -3.9746 1.3016 1.2425 0.5491 -0.0911
H -5.1140 -4.9723 0.2436 0.2746 -0.6883 -0.2097
H -3.3975 -3.4792 -0.7906 0.3623 -0.1379 -0.7396
H -3.4551 5.2082 0.9596 -0.4639 0.1342 -0.1587
H -3.1925 5.2029 -0.8301 -0.0476 0.3997 -0.1853
H -1.3017 4.2580 1.4189 -0.1089 -0.0800 0.0174
H -1.0009 5.6060 0.2449 -0.4757 -1.2562 0.1049
Cl -1.8374 -3.9904 -4.0822 0.3958 -0.4115 0.5350
Ge -0.0827 -4.4182 -2.7132 -0.8961 0.7060 -0.6494
Cl 1.3058 -5.0315 -4.2813 0.2698 -0.0675 -0.0616
Cl 0.2968 -1.5434 -3.1486 0.3675 -0.2225 0.0843